Computed, not measured: an isolated molecule of C2H3NOS2, with the ωB97M-V functional and the def2-TZVPD basis.

Output
**Highest occupied orbital energy**: -9.312 eV
**LUMO**: -0.9 eV
**Maximum force**: 4.0 eV/Å

Last columns: bonded neighbours and bond lengths (Å).
CARTESIAN COORDINATES (ANGSTROEM)
1 O -1.494 -0.967 1.479  C2 1.230
2 C -0.319 -0.800 1.156  O1 1.230, N3 1.375, H7 1.116
3 N 0.152 -0.034 0.116  C2 1.375, S4 1.788, C5 1.388
4 S 1.867 -0.394 -0.237  N3 1.788, H8 1.339
5 C -0.710 0.690 -0.696  N3 1.388, S6 1.702, H9 1.076
6 S -0.032 1.708 -1.879  C5 1.702
7 H 0.365 -1.551 1.618  C2 1.116
8 H 1.938 0.661 -1.059  S4 1.339
9 H -1.768 0.688 -0.499  C5 1.076